Here is 2 unconnected molecules or ions with the total composition C26H27F6N4O from OMol25. Energies are from ωB97M-V/def2-TZVPD.

XYZ file:
```
64
Properties=species:S:1:pos:R:3:mulliken_charge:R:1
C 0.812 -2.502 -4.909 -1.09
N 0.945 -1.081 -4.599 0.18
C 1.241 -0.203 -5.733 -0.93
C 2.728 -0.184 -5.933 1.02
F 3.148 0.543 -7.002 -0.25
F 3.337 0.322 -4.803 -0.26
F 3.207 -1.468 -6.087 -0.27
C 0.892 -0.614 -3.314 1.15
C 0.385 0.681 -3.035 -1.05
C 0.218 1.076 -1.718 -1.04
C 0.707 0.281 -0.644 -0.21
C 0.323 0.646 0.693 -0.24
C 0.801 -0.050 1.858 1.04
C 0.897 0.688 3.065 -0.95
C 1.471 0.149 4.198 -0.70
C 2.130 -1.094 4.135 -0.14
N 2.799 -1.593 5.249 0.39
C 4.192 -1.358 5.564 -0.90
C 2.033 -2.259 6.292 -0.88
C 1.826 -3.688 5.871 0.90
F 1.275 -4.491 6.815 -0.27
F 1.012 -3.749 4.760 -0.25
F 3.023 -4.257 5.487 -0.27
C 2.002 -1.869 2.952 -0.14
C 1.229 -1.415 1.897 -1.14
C 1.516 -0.842 -0.991 -0.99
C 1.445 -1.372 -2.259 -0.30
H 0.057 -2.940 -4.234 0.39
H 0.473 -2.591 -5.954 0.32
H 1.773 -3.040 -4.774 0.35
H 0.766 -0.634 -6.619 0.38
H 0.902 0.818 -5.525 0.20
H 0.060 1.305 -3.869 0.33
H -0.295 2.026 -1.524 0.99
H 0.097 1.717 0.830 0.38
H 0.463 1.691 3.105 0.38
H 1.452 0.664 5.159 0.48
H 4.531 -0.386 5.176 0.34
H 4.298 -1.372 6.657 0.31
H 4.820 -2.154 5.130 0.29
H 2.601 -2.256 7.229 0.42
H 1.040 -1.798 6.381 0.32
H 2.491 -2.851 2.925 0.44
H 0.910 -2.123 1.120 0.78
H 2.164 -1.352 -0.283 0.89
H 1.852 -2.357 -2.503 0.43
C -5.909 4.218 -2.611 -0.36
C -6.180 4.309 -1.230 -0.51
C -5.417 3.582 -0.316 -0.46
C -4.372 2.750 -0.761 0.55
C -3.486 2.132 0.267 0.30
N -2.574 1.175 -0.182 -0.29
N -1.798 0.522 0.824 -0.47
O -3.620 2.387 1.471 -0.70
C -4.199 2.551 -2.142 -0.25
C -4.923 3.322 -3.059 -0.63
H -6.470 4.836 -3.325 0.37
H -6.987 4.957 -0.873 0.37
H -5.621 3.652 0.752 0.39
H -2.047 1.387 -1.016 0.35
H -2.070 1.018 1.706 0.39
H -2.146 -0.477 0.893 0.33
H -3.502 1.786 -2.496 0.46
H -4.730 3.233 -4.136 0.35
```

Results
**Total charge**: +1
**Kohn-Sham gap**: 6.8868 eV
**HOMO energy**: -11.185 eV
**Energy above the lowest of the compared OMol25 structures with the same formula, charge and spin**: 0.000 eV